1.
A 2-piece molecular cluster, C11H12NO2 overall. Source: the OMol25 dataset; level of theory: wB97M-V/def2-TZVPD.

```
! wB97M-V def2-TZVPD RIJCOSX def2/J DEFGRID3
* xyz 0 2
C 0.449 -0.365 -3.580
C -0.852 -0.652 -1.413
C 0.186 0.694 0.022
C 0.126 -0.035 -2.174
C 0.839 0.813 -1.228
C 0.666 1.332 1.150
C 1.780 2.128 1.015
C 1.998 1.570 -1.359
C 2.427 2.269 -0.227
N -0.889 -0.203 -0.160
H -1.648 -0.442 0.675
H -1.533 -1.457 -1.647
H -0.052 1.336 1.969
H 1.522 -0.343 -3.736
H 0.074 0.463 -4.221
H 2.332 2.432 1.896
H 2.274 1.870 -2.366
H 3.335 2.857 -0.261
H -0.177 -1.184 -3.917
C -1.247 -2.043 3.009
C -2.610 -1.672 2.438
O -2.676 -0.954 1.371
O -3.564 -2.027 3.129
H -1.354 -2.909 3.661
H -0.914 -1.295 3.731
H -0.492 -2.183 2.224
*
```

Results
E_HOMO (alpha / beta) in eV: -8.0 / -8.0
ΔE to the lowest compared entry with this formula, charge and spin in kJ/mol: 71.24
Gap between HOMO and LUMO (alpha / beta) in eV: 7.83 / 4.59
⟨S²⟩: 0.77
LUMO energy (alpha / beta) in eV: -0.19 / -3.43



2.
One molecule with the formula C11H12Si. Source: the OMol25 dataset; level of theory: wB97M-V/def2-TZVPD.

```
! wB97M-V def2-TZVPD RIJCOSX def2/J DEFGRID3
* xyz 0 1
C -1.267 -0.370 -3.335
C -2.094 0.404 -2.542
C -0.130 -0.972 -2.740
C -1.780 0.671 -1.246
C 0.160 -0.773 -1.422
C -0.668 0.052 -0.605
C -1.092 1.092 1.697
C -0.564 0.868 2.958
C -0.346 0.378 0.673
C 1.081 -0.287 1.592
C 0.765 0.205 2.970
Si 2.615 -0.859 0.697
H -1.547 -0.584 -4.430
H -3.113 0.768 -2.896
H 0.513 -1.653 -3.278
H -2.424 1.225 -0.519
H 1.072 -1.166 -0.914
H -1.853 1.826 1.342
H -1.116 1.457 3.780
H 1.569 1.088 3.213
H 0.795 -0.461 3.756
H 3.000 -2.314 0.568
H 3.856 -0.468 1.297
H 2.567 -0.126 -0.615
*
```

Results
E_HOMO (alpha / beta) in eV: -7.1 / -8.0
ΔE to the lowest compared entry with this formula, charge and spin in kJ/mol: 257.67
Gap between HOMO and LUMO (alpha / beta) in eV: 6.74 / 7.36
Structure (SMILES): [SiH3]C1=C(c2ccccc2)C=CC1
LUMO energy (alpha / beta) in eV: -0.38 / -0.63



3.
C11H13BCl3CsF9K2O10P as an isolated structure. Source: the OMol25 dataset; level of theory: wB97M-V/def2-TZVPD.

```
! wB97M-V def2-TZVPD RIJCOSX def2/J DEFGRID3
* xyz 0 1
O 0.740 2.667 1.161
C 0.607 2.817 -0.086
C 1.958 2.952 -0.936
O 3.083 2.494 -0.090
O 3.573 1.383 -0.659
O -0.712 2.925 -0.598
C -1.101 1.723 -1.357
C -2.635 1.469 -0.942
C -3.243 0.059 -1.393
C -4.852 0.042 -1.375
F -5.444 1.314 -1.587
F -5.391 -0.454 -0.140
F -5.367 -0.807 -2.399
P -0.043 0.210 -0.746
O -0.335 -1.158 -1.700
Cl -0.701 -0.282 1.219
C -0.852 2.084 -2.893
F -0.509 3.496 -2.984
F 0.297 1.385 -3.433
C -2.051 1.852 -3.912
F -1.935 0.548 -4.521
F -1.826 2.788 -5.009
H 1.943 2.282 -1.861
H 2.168 4.051 -1.280
H 4.193 0.988 0.061
H -2.677 1.520 0.217
H -3.225 2.382 -1.329
H -2.925 -0.769 -0.651
H -2.930 -0.316 -2.433
H -0.365 -1.990 -1.150
H -3.098 2.085 -3.539
Cl 5.314 0.781 1.182
Cs -2.776 -0.332 2.982
K 4.926 2.973 -0.839
C 1.947 -3.987 -3.038
O 0.792 -3.316 -2.560
H 1.902 -5.031 -2.727
H 1.977 -3.936 -4.129
H 2.844 -3.523 -2.618
H 0.856 -2.397 -2.849
B 2.754 -3.232 7.479
O 1.926 -3.041 8.684
C 0.783 -2.485 8.297
O -0.123 -2.195 9.043
C 0.802 -2.287 6.843
O -0.087 -1.803 6.177
O 1.954 -2.721 6.349
F 3.039 -4.622 7.292
F 3.973 -2.491 7.595
K 2.745 5.513 -2.695
Cl -1.890 -1.610 -4.123
*
```

Results
E_HOMO in eV: -6.6
Gap between HOMO and LUMO in eV: 2.75
LUMO energy in eV: -3.87



4.
C11H13BeN3O5P as an isolated structure. Source: the OMol25 dataset; level of theory: wB97M-V/def2-TZVPD.

```
! wB97M-V def2-TZVPD RIJCOSX def2/J DEFGRID3
* xyz 1 1
O 2.898 0.091 -1.229
C 1.879 -0.072 -0.746
Be 0.108 -0.219 0.039
O 1.123 -1.004 2.547
C 0.699 -0.668 1.526
C -0.713 1.190 -1.715
O -1.867 1.423 -2.030
C -0.611 -1.322 -1.055
O -1.132 -2.041 -1.787
C -0.166 1.494 -0.327
O 0.004 2.571 0.177
H 0.142 0.832 -2.371
C -4.669 -1.190 2.176
N -3.392 -1.696 2.733
C -2.980 -0.864 3.887
N -2.924 0.580 3.561
C -4.220 1.016 2.993
N -4.598 0.237 1.790
C -3.683 0.471 0.659
P -1.971 -0.064 1.108
C -2.365 -1.775 1.705
C -1.819 0.922 2.681
H -5.442 -1.290 2.955
H -4.924 -1.781 1.287
H -1.990 -1.193 4.228
H -3.727 -1.003 4.683
H -4.145 2.075 2.716
H -5.000 0.857 3.755
H -4.020 -0.094 -0.222
H -3.672 1.539 0.393
H -1.453 -2.257 2.081
H -2.730 -2.347 0.837
H -1.862 1.988 2.406
H -0.849 0.728 3.154
*
```

Results
E_HOMO (alpha / beta) in eV: -11.6 / -11.6
ΔE to the lowest compared entry with this formula, charge and spin in kJ/mol: 28.85
Gap between HOMO and LUMO (alpha / beta) in eV: 6.39 / 6.39
LUMO energy (alpha / beta) in eV: -5.16 / -5.16



These records have max |F| values of 2.8 8.2 7.4 5.9 eV Å⁻¹, in the order they appear.
These records have total energy values of -631.5301 -715.6578 -5044.8144 -1323.1871 hartree, in the order they appear.